ORCA calculation (the ωB97M-V functional and the def2-TZVPD basis) on a cluster of 9 separate species, C4H27NO9S in total.

**Relative energy (zero: lowest compared OMol25 entry of this formula, charge and spin)**: 45.7 kcal per mole
**HOMO energy**: -0.335 Ha
**Electronic energy**: -1298.6117 hartree
**Largest force on an atom**: 3.78 eV/A
**SMILES**: OCNCCCS.O.O.O.O.O.O.O.O
**LUMO**: 0.10 eV
**HOMO-LUMO gap**: 9.22 eV
**Charge**: 0

CARTESIAN COORDINATES (ANGSTROEM)
O -1.23810 2.26285 -1.22564
C -0.29770 2.43850 -0.18805
N 0.44703 1.23990 0.11155
C 0.64436 0.51508 1.37598
C -0.64076 0.22463 2.24755
C -0.66065 -1.29247 2.57397
S -1.42019 -2.12363 1.22465
H -1.03014 1.44926 -1.72475
H -0.76964 2.99051 0.65360
H 0.50267 3.28984 -0.60254
H 0.13222 0.43263 -0.47151
H 1.48639 0.96057 1.89904
H 1.21018 -0.41627 1.07308
H -0.61423 0.89904 3.13179
H -1.48325 0.55446 1.65995
H 0.35846 -1.71560 2.79847
H -1.20496 -1.28689 3.57186
H -1.49073 -3.17287 2.06557
O -1.70026 -0.09076 -2.35971
H -0.89930 -0.64046 -2.16541
H -2.12306 -0.71708 -2.96117
O -3.86858 0.08840 -0.81289
H -4.12191 0.75886 -1.45781
H -2.97292 -0.02843 -1.26962
O 1.29513 -3.25015 -1.17139
H 0.87140 -3.20627 -0.30402
H 1.72046 -2.36779 -1.18503
O -3.33186 2.02618 1.32332
H -3.87925 1.32351 0.95398
H -2.70593 2.12880 0.60062
O 2.44114 1.14459 -2.54892
H 1.99311 1.81577 -3.10514
H 1.86856 0.97244 -1.80152
O 2.70535 -2.39713 1.36609
H 2.33477 -2.00627 2.16280
H 3.62799 -2.14147 1.32359
O 0.32858 -1.53210 -2.66896
H 0.17733 -2.49663 -2.69044
H 1.07097 -1.47127 -3.28067
O 4.00000 1.41557 0.49691
H 3.93788 1.63793 1.42219
H 3.29941 1.78421 -0.04135

=====

ORCA calculation (the ωB97M-V functional and the def2-TZVPD basis) on an isolated molecule of C6H6O2.

**Relative energy (zero: lowest compared OMol25 entry of this formula, charge and spin)**: 171.1 kcal per mole
**HOMO energy**: -0.329 Ha
**Electronic energy**: -382.4131 hartree
**Largest force on an atom**: 7.72 eV/A
**SMILES**: C#C/C(C=O)=C/CO
**LUMO**: -0.87 eV
**HOMO-LUMO gap**: 8.09 eV
**Charge**: 0

CARTESIAN COORDINATES (ANGSTROEM)
C -2.47052 -1.60476 0.17009
C -1.50306 -0.86761 0.12456
C -0.35102 -0.19018 0.21955
C -0.46240 1.39019 -0.00193
O -1.53194 2.10487 -0.29264
C 0.73137 -0.94042 -0.36762
C 2.20531 -0.72292 -0.27849
O 2.22908 0.57107 0.36988
H -3.70445 -1.77576 0.31125
H 0.57307 1.73328 0.09706
H 0.56986 -2.08165 -1.01172
H 2.78422 -1.50501 0.56493
H 3.13566 -0.71175 -1.20280
H 2.16648 0.54757 1.42629

=====

ORCA calculation (the ωB97M-V functional and the def2-TZVPD basis) on an isolated molecule of C6H12O.

**Relative energy (zero: lowest compared OMol25 entry of this formula, charge and spin)**: 14.8 kcal per mole
**HOMO energy**: -0.359 Ha
**Electronic energy**: -311.0358 hartree
**Largest force on an atom**: 0.78 eV/A
**SMILES**: C[C@@H]1OCC[C@@H]1C
**LUMO**: 1.16 eV
**HOMO-LUMO gap**: 10.93 eV
**Charge**: 0

CARTESIAN COORDINATES (ANGSTROEM)
C -1.40387 0.36010 -1.55924
C -0.88251 0.04656 -0.17933
O -0.68381 1.22482 0.59104
C -0.35769 0.63808 1.83817
C 0.74011 -0.42144 1.44304
C 0.44445 -0.71241 -0.05543
C 1.51456 -0.22393 -1.03257
H -0.77219 1.10720 -2.04993
H -1.41070 -0.54869 -2.17201
H -2.42285 0.75208 -1.51079
H -1.58631 -0.56387 0.41503
H 0.01771 1.38558 2.53571
H -1.31775 0.28051 2.25884
H 1.70940 0.07900 1.54121
H 0.79878 -1.34234 2.03697
H 0.25570 -1.77886 -0.23623
H 2.44013 -0.80668 -0.95374
H 1.16268 -0.30295 -2.06979
H 1.75416 0.82725 -0.84096

=====

ORCA calculation (the ωB97M-V functional and the def2-TZVPD basis) on a structure of composition C21H32O10P2PdSb2.

**HOMO energy**: -0.041 Ha
**Electronic energy**: -2863.2113 hartree
**Largest force on an atom**: 0.49 eV/A
**LUMO**: 4.67 eV
**HOMO-LUMO gap**: 5.78 eV
**Charge**: -2

CARTESIAN COORDINATES (ANGSTROEM)
Pd -0.63775 0.31770 -0.27091
C -1.15687 3.21575 -4.50607
C -0.80046 2.72033 -3.10451
O -0.23638 3.80953 -2.39342
P 0.47673 1.37799 -3.25722
O 1.13607 1.58210 -4.72968
O -0.36021 0.06915 -3.54686
O 1.54625 1.37838 -2.24868
P -2.36130 2.18308 -2.17255
O -3.55842 2.36012 -3.28155
O -2.35353 0.69947 -1.88673
O -2.56918 3.22528 -1.13006
H -0.26903 3.64612 -4.96862
H -1.92439 3.98589 -4.43207
H -1.53044 2.40829 -5.13524
H -0.71059 3.85398 -1.54503
H 2.07447 1.75300 -4.58582
H -1.11010 0.00142 -2.89747
H -3.97527 3.21226 -3.11256
C 1.68541 3.44462 1.15718
Sb 0.39533 1.75320 1.52065
C -0.65733 2.56488 3.19851
C 1.79735 0.61669 2.73504
C 3.00092 0.19508 1.95574
C 4.05910 1.09702 1.81317
C 5.18946 0.80540 1.06794
C 5.28553 -0.42716 0.43880
C 4.25527 -1.34048 0.58458
C 3.10911 -1.06546 1.33578
C 2.06129 -2.12091 1.45426
Sb 0.48674 -1.98338 -0.03301
C -0.18555 -3.99533 0.30213
C 1.79019 -2.49013 -1.68679
H 2.17191 3.80325 2.06650
H 1.07345 4.24341 0.73509
H 2.42811 3.15141 0.41563
H 0.02521 2.98303 3.94068
H -1.23127 1.74007 3.62421
H -1.34261 3.33515 2.84328
H 1.19600 -0.21804 3.09843
H 2.08148 1.25459 3.57547
H 3.97548 2.06263 2.30014
H 5.98231 1.53858 0.97259
H 6.15411 -0.67678 -0.16015
H 4.32757 -2.30953 0.10167
H 1.51844 -2.09455 2.39576
H 2.50636 -3.10999 1.31854
H 0.65222 -4.69386 0.25267
H -0.93887 -4.26508 -0.43909
H -0.63801 -4.01405 1.29131
H 2.38641 -3.38419 -1.48761
H 2.44371 -1.63529 -1.86672
H 1.18014 -2.64540 -2.57806
O -3.19874 -0.00125 0.88346
C -3.44132 -1.33196 1.02103
C -4.24716 -2.00946 0.10855
C -4.51280 -3.36092 0.27254
C -3.96716 -4.04860 1.34712
C -3.13085 -3.37314 2.22665
C -2.84902 -2.02107 2.08669
C -1.84047 -1.35566 3.02824
O -0.67297 -1.81979 2.92094
O -2.25645 -0.47509 3.79391
H -3.18181 0.23312 -0.06068
H -4.65408 -1.46303 -0.73515
H -5.14075 -3.87391 -0.44776
H -4.16415 -5.10612 1.48108
H -2.64686 -3.91232 3.03412